No. 1
{"formula": "C2H18O6", "method": "ωB97M-V with the def2-TZVPD basis set", "mol_weight_g_mol": 138.160, "e_above_lowest_ev": 0.553, "spin_multiplicity": 1, "smiles": "CC.O.O.O.O.O.O", "homo_energy_ev": -11.16, "e_lumo_ev": 0.35, "total_charge": 0, "symbols": ["C", "C", "H", "H", "H", "H", "H", "H", "O", "H", "H", "O", "H", "H", "O", "H", "H", "O", "H", "H", "O", "H", "H", "O", "H", "H"], "xyz": [[-0.120, -2.401, -4.337], [0.333, -3.789, -3.753], [-0.448, -2.576, -5.364], [0.791, -1.824, -4.476], [-0.764, -1.848, -3.672], [0.530, -4.449, -4.591], [1.227, -3.612, -3.166], [-0.378, -4.162, -3.024], [-0.201, -0.318, 2.463], [0.480, -0.660, 1.868], [0.097, 0.550, 2.784], [-0.087, 2.683, 2.080], [0.290, 3.372, 2.641], [-1.001, 2.566, 2.406], [2.513, 1.772, 0.858], [2.445, 2.475, 0.202], [1.728, 1.936, 1.400], [-1.507, 2.926, 4.652], [-2.061, 2.164, 4.863], [-1.965, 3.658, 5.078], [1.433, -0.448, -0.988], [1.786, -0.487, -0.084], [2.151, 0.041, -1.411], [-2.645, 1.047, 1.428], [-2.906, 0.612, 0.609], [-1.721, 0.771, 1.536]], "forces_ev_per_angstrom": [[1.4, -1.3, -0.2], [-0.3, 1.6, 0.1], [-0.8, 0.4, 0.3], [0.1, 0.3, 0.1], [-0.5, 0.1, -0.2], [0.0, -0.4, 0.3], [0.4, -0.2, -0.1], [-0.3, -0.4, -0.4], [0.0, 0.1, 0.0], [-0.1, 0.3, 0.2], [0.2, -0.3, -0.3], [-0.1, -0.1, 0.2], [-0.2, -0.1, 0.1], [0.4, 0.3, -0.1], [-0.1, 0.2, 0.1], [0.1, -0.1, 0.0], [-0.1, -0.1, 0.0], [-0.2, -0.1, 0.1], [0.1, -0.1, -0.1], [0.1, 0.1, -0.1], [0.5, 0.0, 0.4], [-0.3, 0.1, -0.3], [-0.3, 0.0, -0.2], [0.2, 0.0, -0.1], [-0.1, 0.1, 0.1], [-0.1, -0.3, 0.0]], "nbo_charge": [-0.609, -0.608, 0.200, 0.198, 0.211, 0.202, 0.203, 0.203, -0.958, 0.476, 0.487, -0.987, 0.484, 0.511, -0.963, 0.470, 0.488, -0.956, 0.481, 0.476, -0.935, 0.466, 0.468, -0.967, 0.473, 0.486]}

=====

No. 2
{"formula": "C2H2", "method": "ωB97M-V with the def2-TZVPD basis set", "mol_weight_g_mol": 26.038, "e_above_lowest_ev": 1.118, "spin_multiplicity": 1, "smiles": "C#C", "homo_energy_ev": -10.95, "e_lumo_ev": 1.27, "total_charge": 0, "symbols": ["C", "C", "H", "H"], "xyz": [[-0.578, 0.011, -0.004], [0.567, -0.130, 0.002], [-1.633, 0.218, 0.012], [1.697, 0.492, -0.001]], "forces_ev_per_angstrom": [[-6.5, 0.7, 0.0], [9.9, 2.8, 0.0], [0.4, -0.5, 0.0], [-3.8, -3.0, 0.0]], "nbo_charge": [-0.256, -0.256, 0.236, 0.276]}

=====

No. 3
{"formula": "C2H22ClN4O13", "method": "ωB97M-V with the def2-TZVPD basis set", "mol_weight_g_mol": 345.666, "spin_multiplicity": 2, "homo_energy_ev": [-8.96, -8.96], "e_lumo_ev": [-0.87, -6.54], "total_charge": 0, "symbols": ["Cl", "O", "O", "O", "O", "O", "H", "H", "O", "H", "H", "O", "H", "H", "O", "H", "H", "O", "H", "H", "O", "H", "H", "O", "H", "H", "C", "O", "N", "N", "H", "H", "H", "H", "C", "O", "N", "N", "H", "H", "H", "H"], "xyz": [[0.645, -0.368, -1.278], [0.175, 0.484, -0.262], [0.301, -1.693, -0.919], [-0.081, -0.026, -2.421], [2.046, -0.272, -1.509], [1.479, 2.250, -3.720], [1.074, 2.138, -4.580], [1.045, 1.604, -3.164], [4.301, 2.142, -2.409], [5.138, 2.392, -2.018], [4.301, 1.186, -2.387], [1.406, 1.101, 2.644], [1.639, 1.715, 1.949], [0.762, 1.571, 3.174], [3.978, -0.600, 0.919], [4.457, 0.213, 0.760], [3.223, -0.553, 0.331], [-2.028, -3.424, -1.960], [-1.568, -2.665, -1.603], [-2.454, -3.097, -2.752], [-3.143, 0.177, -1.789], [-3.275, 0.163, -2.737], [-2.295, 0.604, -1.671], [-2.704, -0.563, 1.087], [-2.460, 0.147, 1.682], [-1.912, -0.730, 0.576], [-3.676, 2.691, 0.588], [-4.146, 3.293, 1.546], [-4.257, 2.466, -0.487], [-2.383, 2.409, 0.498], [-5.157, 2.916, -0.582], [-3.932, 1.752, -1.123], [-1.904, 2.408, -0.391], [-1.860, 2.413, 1.362], [2.098, -3.235, 2.614], [3.056, -3.704, 1.987], [1.363, -2.267, 2.113], [1.697, -3.629, 3.754], [1.597, -1.774, 1.263], [0.601, -1.827, 2.609], [2.111, -4.380, 4.288], [0.743, -3.430, 4.019]], "forces_ev_per_angstrom": [[-0.3, -0.2, -0.3], [0.2, 1.7, 2.6], [0.1, -2.5, 1.0], [-1.0, 0.7, -3.1], [1.0, 0.2, 0.4], [0.2, 0.4, -0.1], [-0.1, 0.0, -0.2], [-0.2, -0.3, 0.1], [0.0, 0.2, 0.1], [0.3, 0.1, 0.1], [-0.2, -0.3, -0.1], [0.0, -0.5, 0.3], [0.1, 0.1, -0.4], [-0.2, 0.2, 0.2], [0.0, -0.4, 0.5], [0.1, 0.2, 0.0], [-0.2, 0.2, -0.7], [-0.1, -0.4, 0.0], [0.3, 0.3, 0.1], [-0.1, 0.1, -0.1], [-0.4, 0.0, 0.0], [0.0, -0.1, -0.4], [0.6, -0.2, 0.0], [-0.2, -0.6, 0.4], [0.0, 0.3, 0.0], [0.2, 0.1, -0.3], [2.1, 2.8, 4.5], [-0.6, -0.2, 1.0], [-4.8, -0.8, -5.9], [3.3, -1.1, 1.0], [0.0, -0.5, -0.2], [-0.3, -0.1, -0.1], [0.0, -0.1, 0.5], [0.1, 0.3, -0.5], [-0.2, 0.7, -1.0], [1.6, -0.4, -1.4], [-0.3, 2.2, -1.8], [-1.6, -2.2, 4.6], [0.2, -0.2, -0.6], [-0.3, 0.0, 0.1], [0.3, 0.0, -0.5], [0.2, 0.1, 0.3]], "nbo_charge": [2.621, -0.906, -0.917, -0.896, -0.865, -0.943, 0.459, 0.476, -0.924, 0.455, 0.470, -0.956, 0.488, 0.471, -0.961, 0.479, 0.479, -0.949, 0.483, 0.464, -0.931, 0.474, 0.482, -0.934, 0.462, 0.472, 0.741, -0.699, -0.815, -0.849, 0.398, 0.421, 0.393, 0.384, 0.665, -0.225, -0.441, -0.763, 0.464, 0.429, 0.435, 0.409]}

=====

No. 4
{"formula": "C2H22MnO16", "method": "ωB97M-V with the def2-TZVPD basis set", "mol_weight_g_mol": 357.120, "e_above_lowest_ev": 2.543, "spin_multiplicity": 6, "homo_energy_ev": [-10.06, -10.06], "e_lumo_ev": [-2.47, -2.57], "total_charge": 0, "symbols": ["Mn", "C", "O", "O", "O", "H", "C", "O", "O", "O", "H", "O", "H", "H", "O", "H", "H", "O", "H", "H", "O", "H", "H", "O", "H", "H", "O", "H", "H", "O", "H", "H", "O", "H", "H", "O", "H", "H", "O", "H", "H"], "xyz": [[2.568, 1.059, -1.254], [0.673, 2.080, -2.646], [0.993, 2.737, -1.587], [-0.502, 2.273, -3.270], [1.473, 1.220, -2.987], [-1.003, 2.970, -2.861], [0.269, 0.170, 0.417], [1.194, 0.952, 0.396], [0.188, -0.624, 1.497], [-0.421, -0.106, -0.545], [0.725, -0.276, 2.205], [-2.636, 0.039, -1.820], [-1.785, -0.285, -1.437], [-3.250, -0.695, -1.822], [-0.264, -3.067, 2.461], [-0.029, -2.175, 2.184], [-0.910, -2.969, 3.198], [-2.678, -2.016, 0.292], [-2.854, -1.075, 0.600], [-3.002, -2.527, 0.992], [-0.384, -0.536, -3.804], [-0.794, 0.207, -3.389], [0.542, -0.347, -3.654], [3.406, 0.437, 2.709], [3.440, -0.290, 2.117], [3.683, 1.213, 2.222], [2.138, -1.228, -1.909], [2.431, -1.304, -2.815], [1.267, -1.587, -1.940], [-1.926, 2.386, -0.105], [-1.915, 3.059, -0.806], [-1.180, 1.894, -0.357], [0.829, 3.269, 2.098], [0.294, 2.825, 2.773], [1.102, 2.496, 1.618], [-0.154, -2.819, -1.128], [-0.580, -1.978, -0.902], [-0.895, -3.373, -1.379], [0.341, -0.532, 4.782], [0.056, -0.966, 5.607], [-0.451, -0.513, 4.254]], "forces_ev_per_angstrom": [[-3.0, 0.0, 0.2], [-0.8, 3.3, 3.6], [-0.7, 0.1, -1.2], [1.5, -1.0, -0.6], [1.8, -2.5, -2.6], [-0.1, 0.5, 0.5], [-0.9, -3.4, -0.8], [4.6, 3.2, 0.2], [-1.1, 0.0, 0.8], [-0.8, -0.1, -0.5], [0.7, 0.4, 0.5], [0.4, 0.1, -0.1], [-1.3, 0.3, -0.3], [0.1, -0.3, 0.0], [-0.8, -0.5, 1.2], [-0.3, -0.2, -0.2], [0.9, -0.1, -0.9], [0.1, 3.0, -0.9], [0.4, -1.6, -0.8], [-0.6, -1.5, 1.6], [0.3, -1.3, -0.5], [-1.0, 0.6, 0.3], [0.1, 0.1, -0.2], [-0.2, 0.8, 1.0], [0.1, -1.0, -0.8], [0.0, 0.2, -0.1], [2.2, 1.3, 0.4], [0.3, -0.1, -0.5], [-2.0, -0.9, 0.5], [-1.3, 1.7, 0.0], [-0.4, 0.0, 0.6], [1.6, -1.4, -0.4], [-0.4, -0.1, 0.9], [0.0, 0.6, 0.1], [0.4, -0.4, -1.0], [0.3, 0.3, -0.2], [0.0, -0.1, 0.3], [0.0, -0.2, -0.1], [0.1, -0.2, 0.7], [0.3, 0.3, -0.5], [-0.5, 0.1, -0.3]], "nbo_charge": [1.702, 0.982, -0.803, -0.669, -0.840, 0.510, 1.007, -0.883, -0.726, -0.765, 0.509, -0.987, 0.493, 0.471, -0.950, 0.481, 0.451, -0.951, 0.484, 0.468, -0.948, 0.480, 0.457, -0.923, 0.463, 0.464, -0.995, 0.488, 0.539, -0.915, 0.449, 0.464, -0.938, 0.460, 0.471, -0.980, 0.496, 0.482, -0.937, 0.477, 0.461]}